# 1
This record from the Open Molecules 2025 dataset describes C39H60BO39P as an isolated structure. The level of theory is ωB97M-V/def2-TZVPD.

Computed properties:
E_HOMO in Eh: -0.3764
Energy in eV: -131240.397
E_LUMO in Ha: -0.0069
Total charge: 0
2S+1: 1

```
140
C39H60BO39P ωB97M-V/def2-TZVPD
C 0.823 -2.280 1.924
C -0.524 -2.079 1.157
C -0.378 -1.774 -0.382
C 1.085 -1.697 -0.911
O 1.593 -0.380 -0.574
P 3.217 -0.368 -0.252
O 3.970 -0.236 -1.556
O 3.486 1.005 0.684
O 3.721 -1.642 0.680
B 4.970 -2.167 0.248
O 6.119 -1.362 0.024
O 5.153 -3.558 0.057
C 4.294 -4.038 -0.993
C 3.338 -5.177 -0.484
H 0.559 -2.379 3.004
H 1.341 -3.237 1.675
H 1.523 -1.421 1.859
H -1.103 -3.014 1.263
H -1.097 -1.283 1.686
H -0.913 -2.532 -0.999
H -0.865 -0.786 -0.564
H 1.033 -1.745 -2.028
H 1.733 -2.536 -0.587
H 2.679 1.573 0.653
H 6.781 -1.711 0.633
H 3.701 -3.232 -1.482
H 4.951 -4.510 -1.756
H 2.934 -5.777 -1.333
H 3.880 -5.882 0.186
H 2.459 -4.757 0.052
C 6.684 -1.155 -3.077
C 6.653 -0.572 -4.460
O 7.119 -1.654 -5.268
C 6.873 -2.804 -4.590
O 6.988 -3.894 -5.053
O 6.480 -2.549 -3.318
H 5.904 -0.753 -2.433
H 7.653 -1.020 -2.588
H 5.642 -0.303 -4.778
H 7.299 0.298 -4.564
C 0.279 -5.282 5.840
C -1.117 -5.785 6.079
O -1.906 -4.908 5.270
C -1.101 -4.418 4.299
O -1.482 -3.785 3.363
O 0.196 -4.736 4.524
H 1.022 -6.077 5.886
H 0.565 -4.488 6.532
H -1.257 -6.809 5.732
H -1.413 -5.723 7.123
C -0.695 1.983 3.828
C 0.773 1.976 4.144
O 1.359 1.660 2.879
C 0.476 2.025 1.921
O 0.723 2.051 0.751
O -0.721 2.357 2.450
H -1.249 2.697 4.435
H -1.151 0.996 3.933
H 1.137 2.954 4.468
H 1.038 1.233 4.895
C -1.011 -8.993 10.125
C -2.215 -8.142 9.829
O -2.021 -7.791 8.460
C -1.221 -8.738 7.905
O -1.002 -8.834 6.740
O -0.707 -9.560 8.851
H -1.216 -9.771 10.858
H -0.154 -8.404 10.463
H -3.153 -8.696 9.923
H -2.266 -7.253 10.456
C -0.318 4.165 -2.537
C -0.239 4.757 -1.159
O -0.061 6.148 -1.423
C -0.558 6.396 -2.660
O -0.712 7.483 -3.115
O -0.856 5.241 -3.312
H -0.967 3.293 -2.581
H 0.663 3.897 -2.936
H -1.163 4.621 -0.590
H 0.593 4.360 -0.581
C 3.564 -2.987 7.835
C 3.783 -1.650 8.488
O 2.670 -0.888 8.025
C 1.687 -1.761 7.692
O 0.573 -1.449 7.428
O 2.143 -3.040 7.700
H 3.928 -3.816 8.440
H 4.015 -3.048 6.842
H 3.745 -1.705 9.579
H 4.722 -1.187 8.190
C 1.798 5.910 -5.636
C 1.751 6.522 -7.007
O 2.213 5.456 -7.838
C 1.978 4.293 -7.181
O 2.090 3.213 -7.667
O 1.594 4.522 -5.900
H 1.022 6.299 -4.979
H 2.771 6.038 -5.154
H 0.737 6.795 -7.311
H 2.393 7.396 -7.100
C -3.997 -4.399 1.250
C -5.429 -3.961 1.376
O -5.572 -3.048 0.288
C -4.631 -3.364 -0.638
O -4.586 -2.905 -1.732
O -3.749 -4.273 -0.151
H -3.842 -5.426 1.580
H -3.309 -3.747 1.791
H -6.134 -4.785 1.241
H -5.635 -3.470 2.326
C -3.035 5.386 2.208
C -4.341 6.038 2.569
O -4.715 5.350 3.761
C -3.583 4.854 4.317
O -3.522 4.370 5.401
O -2.524 4.980 3.478
H -2.346 6.071 1.714
H -3.166 4.501 1.581
H -4.231 7.102 2.794
H -5.098 5.917 1.797
C -2.002 4.099 -10.223
C -0.554 4.362 -9.919
O -0.549 5.748 -9.573
C -1.798 6.066 -9.155
O -2.091 7.095 -8.639
O -2.672 5.055 -9.399
H -2.307 3.085 -9.970
H -2.254 4.295 -11.269
H -0.194 3.784 -9.065
H 0.095 4.173 -10.772
C -6.125 4.517 -7.840
C -5.907 5.826 -7.135
O -7.018 6.606 -7.575
C -8.000 5.745 -7.948
O -9.113 6.068 -8.206
O -7.543 4.467 -7.987
H -5.766 3.665 -7.264
H -5.667 4.494 -8.832
H -5.952 5.729 -6.047
H -4.965 6.299 -7.409
```

=====

# 2
This record from the Open Molecules 2025 dataset describes a 2-piece molecular cluster, C3H11O overall. The level of theory is ωB97M-V/def2-TZVPD.

Computed properties:
E_HOMO in Eh: -0.5630
Energy in eV: -5328.058
E_LUMO in Ha: -0.1782
Energy relative to the best compared isomer or geometry (same formula, charge and spin) in kcal per mole: 8.7
Total charge: +1
2S+1: 1

```
15
C3H11O ωB97M-V/def2-TZVPD
O -0.075 -0.377 -2.858
H -0.924 -0.257 -3.344
H 0.532 -0.763 -3.515
H -0.223 -0.355 -1.862
C -0.645 -0.242 0.070
C -0.384 0.114 1.547
C 1.043 0.580 1.734
H -1.695 -0.237 -0.216
H -0.139 0.528 -0.575
H -0.209 -1.192 -0.284
H -1.066 0.916 1.808
H -0.571 -0.774 2.143
H 1.261 0.883 2.757
H 1.356 1.409 1.101
H 1.741 -0.232 1.493
```

=====

# 3
This record from the Open Molecules 2025 dataset describes C14H26BBaN2P as an isolated structure. The level of theory is ωB97M-V/def2-TZVPD.

Computed properties:
E_HOMO in Eh: -0.2647
Energy in eV: -28571.581
E_LUMO in Ha: -0.0452
Total charge: 0
2S+1: 1

```
45
C14H26BBaN2P ωB97M-V/def2-TZVPD
C 0.627 3.684 -2.395
C -0.694 3.302 -2.223
C -0.994 2.159 -1.486
C 0.038 1.494 -0.870
C 1.388 1.821 -1.044
C 1.659 2.958 -1.821
C -2.407 1.586 -1.440
C -2.299 0.097 -0.835
N -1.875 -1.262 -1.263
Ba -0.946 -1.220 0.972
C 2.580 1.026 -0.485
P 1.970 -0.510 0.287
H -1.561 3.826 -2.658
H 2.704 3.250 -1.981
H 0.815 4.554 -2.998
H 3.115 1.588 0.293
H 3.299 0.760 -1.275
H -2.968 2.099 -0.612
H -3.055 1.742 -2.353
H -1.128 0.423 -0.589
C 3.402 -1.145 1.211
C 1.948 -1.590 -1.195
H -2.894 0.072 0.043
C -1.666 -1.224 -2.803
C -2.932 -2.405 -1.061
H -0.269 -3.070 2.942
H -2.148 -2.043 -3.401
H -1.970 -0.291 -3.249
H -0.585 -1.339 -3.007
H -3.280 -2.893 -1.989
H -2.495 -3.241 -0.495
H -3.819 -2.064 -0.501
H 2.959 -1.614 -1.623
H 1.641 -2.611 -0.907
H 1.241 -1.213 -1.949
H 4.310 -1.124 0.597
H 3.534 -0.525 2.107
H 3.186 -2.175 1.531
H -0.648 -3.670 2.080
B 0.160 0.165 6.580
C -0.235 0.077 5.048
N -0.485 -0.011 3.932
H -0.559 0.987 7.135
H 1.337 0.505 6.662
H -0.002 -0.938 7.091
```

=====

# 4
This record from the Open Molecules 2025 dataset describes C2HO2S2 as an isolated structure. The level of theory is ωB97M-V/def2-TZVPD.

Computed properties:
E_HOMO (spin up / spin down) in Eh: -0.0648 / -0.1532
Energy in eV: -27854.083
E_LUMO (spin up / spin down) in Ha: 0.1268 / 0.1065
Energy relative to the best compared isomer or geometry (same formula, charge and spin) in kcal per mole: 16.0
Total charge: -1
2S+1: 3

```
7
C2HO2S2 ωB97M-V/def2-TZVPD
C -1.072 0.085 2.037
C -0.053 -0.101 -1.238
O -0.937 -0.971 2.527
O -1.603 1.122 1.905
S 0.638 0.074 0.300
S 0.843 0.042 -2.703
H 2.185 -0.251 -2.828
```

=====

# 5
This record from the Open Molecules 2025 dataset describes one molecule with the formula C5H8O2. The level of theory is ωB97M-V/def2-TZVPD.

Computed properties:
E_HOMO in Eh: -0.3599
Energy in eV: -9407.188
Structure (SMILES): C[C@@]1(O)C[C@H]2O[C@H]21
E_LUMO in Ha: 0.0339
Energy relative to the best compared isomer or geometry (same formula, charge and spin) in kcal per mole: 61.0
Total charge: 0
2S+1: 1

```
15
C5H8O2 ωB97M-V/def2-TZVPD
C -0.582 0.259 1.633
C 0.215 0.318 0.345
O 0.963 1.524 0.339
C 1.014 -0.868 -0.319
C 0.063 -0.752 -1.521
O -1.213 -1.071 -0.967
C -0.746 0.262 -0.826
H -0.822 -0.763 1.936
H -0.104 0.824 2.435
H -1.532 0.766 1.395
H 0.977 1.873 -0.565
H 2.058 -0.604 -0.502
H 0.953 -1.846 0.170
H 0.232 -0.981 -2.571
H -1.474 1.059 -0.981
```

=====

# 6
This record from the Open Molecules 2025 dataset describes C15H17N5O5S as an isolated structure. The level of theory is ωB97M-V/def2-TZVPD.

Computed properties:
E_HOMO in Eh: -0.3154
Energy in eV: -44351.506
E_LUMO in Ha: -0.0180
Energy relative to the best compared isomer or geometry (same formula, charge and spin) in kcal per mole: 61.0
Total charge: 0
2S+1: 1

```
43
C15H17N5O5S ωB97M-V/def2-TZVPD
C 0.594 -1.492 1.137
C 0.375 -2.661 0.222
C 0.829 -3.915 0.578
C 0.642 -5.004 -0.266
C -0.004 -4.852 -1.486
C -0.465 -3.607 -1.856
C -0.283 -2.508 -1.014
N -0.745 -1.243 -1.356
C -1.356 -0.827 -2.498
O -1.608 -1.508 -3.462
C -1.744 0.650 -2.459
H -2.834 0.720 -2.368
H -1.456 1.113 -3.410
O -1.125 1.340 -1.380
C -1.849 2.333 -0.820
N -3.089 2.576 -1.145
S -3.660 3.796 -0.225
N -2.283 4.048 0.613
C -1.352 3.203 0.219
N -0.132 3.155 0.824
C 1.054 2.749 0.095
H 0.809 1.946 -0.598
C 2.105 2.282 1.106
H 3.041 2.039 0.600
O 2.405 3.294 2.034
C 1.250 3.673 2.747
H 1.559 4.459 3.437
C 0.157 4.184 1.809
H -0.758 4.400 2.361
H 0.497 5.103 1.313
H 0.869 2.813 3.320
H 1.732 1.393 1.638
H 1.461 3.599 -0.473
H -0.595 -0.517 -0.666
H -0.967 -3.469 -2.798
H -0.138 -5.709 -2.127
N 1.126 -6.294 0.133
O 0.951 -7.224 -0.627
O 1.683 -6.381 1.209
H 1.339 -4.071 1.518
H 1.119 -1.814 2.032
H 1.198 -0.727 0.647
H -0.354 -1.047 1.444
```

=====

# 7
This record from the Open Molecules 2025 dataset describes C38H35MoN3O4SSbSe as an isolated structure. The level of theory is ωB97M-V/def2-TZVPD.

Computed properties:
E_HOMO (spin up / spin down) in Eh: -0.3850 / -0.3858
Energy in eV: -137206.030
E_LUMO (spin up / spin down) in Ha: -0.1388 / -0.1488
Energy relative to the best compared isomer or geometry (same formula, charge and spin) in kcal per mole: 25.7
Total charge: +1
2S+1: 3

```
84
C38H35MoN3O4SSbSe ωB97M-V/def2-TZVPD
Mo -1.340 0.716 -0.142
O -4.637 -0.460 1.974
C -3.849 0.221 1.387
O -3.044 -0.213 0.410
C -3.669 1.698 1.607
C -4.542 2.575 2.226
C -4.281 3.938 2.102
C -3.221 4.393 1.322
C -2.407 3.442 0.730
N -2.614 2.153 0.951
C -1.361 3.658 -0.340
O -0.837 4.717 -0.547
O -1.143 2.545 -1.035
H -5.407 2.198 2.753
H -4.945 4.653 2.569
H -3.042 5.442 1.137
C 1.113 0.377 2.911
N 1.443 1.129 1.712
C 2.676 1.718 1.523
C 2.622 2.379 0.346
N 1.361 2.176 -0.141
C 0.621 1.404 0.682
S -0.279 -0.289 -1.971
H 1.730 0.742 3.728
H 1.308 -0.687 2.768
H 0.069 0.532 3.163
H 3.463 1.623 2.249
H 3.347 2.970 -0.184
H 0.999 2.536 -1.016
C -3.499 -5.199 -1.450
C -2.382 -4.691 -2.099
C -1.580 -3.753 -1.466
C -1.900 -3.326 -0.178
C -3.024 -3.829 0.468
C -3.821 -4.768 -0.172
Sb -0.689 -1.898 0.752
C -1.121 -2.263 2.788
C -0.766 -3.475 3.374
C -1.093 -3.735 4.697
C -1.788 -2.791 5.440
C -2.154 -1.585 4.862
C -1.819 -1.326 3.541
C 1.242 -2.668 0.423
C 1.470 -4.042 0.464
C 2.742 -4.544 0.232
C 3.788 -3.680 -0.053
C 3.564 -2.313 -0.116
C 2.292 -1.808 0.115
H -4.122 -5.932 -1.944
H -2.135 -5.025 -3.098
H -0.708 -3.363 -1.979
H -3.293 -3.486 1.460
H -4.696 -5.160 0.330
H -0.230 -4.227 2.808
H -0.810 -4.678 5.145
H -2.048 -2.998 6.469
H -2.705 -0.851 5.435
H -2.114 -0.377 3.104
H 0.655 -4.731 0.654
H 2.913 -5.612 0.265
H 4.779 -4.075 -0.238
H 4.377 -1.639 -0.356
H 2.123 -0.741 0.030
C 4.669 4.283 -2.880
C 3.440 3.460 -3.142
C 2.200 4.060 -3.330
C 1.052 3.314 -3.587
C -0.239 4.037 -3.851
C 1.158 1.912 -3.628
Se -0.455 0.886 -3.854
C 2.406 1.286 -3.503
C 2.636 -0.190 -3.687
C 3.519 2.078 -3.241
H 4.420 5.334 -2.740
H 5.366 4.214 -3.717
H 5.200 3.936 -1.992
H 2.120 5.140 -3.292
H -0.098 5.110 -3.738
H -1.020 3.715 -3.169
H -0.591 3.850 -4.867
H 1.722 -0.762 -3.807
H 3.188 -0.602 -2.841
H 3.243 -0.350 -4.580
H 4.484 1.593 -3.136
```

=====

# 8
This record from the Open Molecules 2025 dataset describes C23H30HgN3O3PTe as an isolated structure. The level of theory is ωB97M-V/def2-TZVPD.

Computed properties:
E_HOMO (spin up / spin down) in Eh: -0.0743 / -0.1640
Energy in eV: -55710.458
E_LUMO (spin up / spin down) in Ha: 0.0942 / 0.0941
Energy relative to the best compared isomer or geometry (same formula, charge and spin) in kcal per mole: 11.3
Total charge: -1
2S+1: 2

```
62
C23H30HgN3O3PTe ωB97M-V/def2-TZVPD
Hg 0.720 -0.387 0.225
C 0.665 -0.462 4.948
C -0.063 -1.615 5.297
C -0.622 -2.372 4.310
C -0.468 -2.014 2.944
N 0.251 -0.880 2.633
C 0.774 -0.159 3.609
C -1.013 -2.766 1.872
C -1.769 -3.956 2.059
C -2.262 -4.648 0.993
C -2.005 -4.168 -0.308
C -1.270 -3.007 -0.427
N -0.783 -2.313 0.587
H 1.117 0.169 5.696
H -0.177 -1.892 6.338
H -1.190 -3.251 4.567
H 1.320 0.729 3.296
H -1.963 -4.317 3.058
H -2.842 -5.552 1.136
H -2.375 -4.687 -1.179
H -1.051 -2.599 -1.407
C 1.083 1.153 -3.064
N 1.019 -0.266 -2.769
C 0.023 -0.899 -3.608
C 2.320 -0.892 -2.941
C 3.274 -0.607 -1.804
C 4.619 -0.461 -2.114
C 5.555 -0.224 -1.126
C 5.141 -0.166 0.192
C 3.802 -0.346 0.503
C 2.828 -0.571 -0.476
H 1.260 1.338 -4.138
H 1.891 1.608 -2.494
H 0.142 1.619 -2.776
H 0.255 -0.801 -4.687
H -0.946 -0.442 -3.417
H -0.040 -1.960 -3.365
H 2.782 -0.588 -3.899
H 2.166 -1.976 -2.977
H 4.939 -0.536 -3.148
H 6.595 -0.078 -1.383
H 5.854 0.029 0.983
H 3.507 -0.321 1.549
C -1.708 5.491 -2.146
C -1.454 4.554 -0.977
O -1.649 3.222 -1.380
P -1.213 2.029 -0.342
O -1.585 0.782 -1.036
Te 0.895 2.474 0.609
O -2.166 2.356 0.954
C -3.517 1.958 0.924
C -3.692 0.598 1.583
H -1.596 6.516 -1.802
H -2.713 5.349 -2.535
H -0.998 5.294 -2.946
H -2.129 4.784 -0.139
H -0.421 4.670 -0.613
H -3.867 1.926 -0.116
H -4.080 2.733 1.463
H -3.011 -0.108 1.109
H -4.717 0.249 1.466
H -3.441 0.662 2.640
```

=====

# 9
This record from the Open Molecules 2025 dataset describes C5H9NO7 as an isolated structure. The level of theory is ωB97M-V/def2-TZVPD.

Computed properties:
E_HOMO (spin up / spin down) in Eh: -0.3699 / -0.3699
Energy in eV: -21143.378
E_LUMO (spin up / spin down) in Ha: -0.0232 / -0.0232
Energy relative to the best compared isomer or geometry (same formula, charge and spin) in kcal per mole: 179.5
Total charge: 0
2S+1: 1

```
22
C5H9NO7 ωB97M-V/def2-TZVPD
N -0.467 0.434 1.170
O -0.547 -0.752 1.050
O -1.900 1.226 0.660
O 0.366 1.273 1.449
C -5.275 3.302 1.626
C -3.929 3.299 2.265
O -2.942 3.869 1.841
O -3.954 2.681 3.475
C -2.644 2.330 3.937
C -1.541 3.292 4.353
C -3.051 1.482 5.191
O -1.846 1.615 2.962
O -2.629 1.102 1.776
H -6.106 3.115 2.317
H -5.458 4.230 1.075
H -5.279 2.521 0.866
H -1.281 3.863 3.471
H -1.824 3.943 5.186
H -0.685 2.677 4.637
H -3.890 0.830 4.900
H -2.224 0.901 5.629
H -3.446 2.185 5.945
```

=====

# 10
This record from the Open Molecules 2025 dataset describes an isolated ion of composition C10H12O4P and charge -1. The level of theory is ωB97M-V/def2-TZVPD.

Computed properties:
E_HOMO in Eh: -0.1904
Energy in eV: -28046.742
Structure (SMILES): CC1(C)O[P@@](=O)([O-])O[C@H]1c1ccccc1
E_LUMO in Ha: 0.1105
Energy relative to the best compared isomer or geometry (same formula, charge and spin) in kcal per mole: 0.0
Total charge: -1
2S+1: 1

```
27
C10H12O4P ωB97M-V/def2-TZVPD
C -0.042 1.881 1.873
C 0.867 0.745 1.244
C 0.558 -0.651 1.757
O 2.240 1.062 1.398
P 3.001 1.280 -0.165
O 2.773 2.678 -0.622
O 4.285 0.610 0.103
O 2.066 0.168 -0.961
C 0.557 0.736 -0.356
C -0.443 -0.236 -0.836
C -0.098 -1.467 -1.335
C -1.079 -2.334 -1.869
C -2.401 -1.974 -1.831
C -2.738 -0.769 -1.223
C -1.777 0.109 -0.708
H 0.058 2.120 2.929
H -1.095 1.641 1.760
H 0.227 2.880 1.325
H 0.680 -0.722 2.765
H 1.053 -1.506 1.269
H -0.543 -0.974 1.661
H 0.769 1.698 -0.800
H 0.912 -1.712 -1.242
H -0.810 -3.284 -2.377
H -3.149 -2.657 -2.182
H -3.834 -0.376 -1.289
H -2.037 1.055 -0.287
```

=====

# 11
This record from the Open Molecules 2025 dataset describes a 2-piece molecular cluster, C5H14N4 overall. The level of theory is ωB97M-V/def2-TZVPD.

Computed properties:
E_HOMO (spin up / spin down) in Eh: -0.2692 / -0.2694
Energy in eV: -11367.072
E_LUMO (spin up / spin down) in Ha: -0.0231 / -0.0229
Energy relative to the best compared isomer or geometry (same formula, charge and spin) in kcal per mole: 123.2
Total charge: 0
2S+1: 1

```
23
C5H14N4 ωB97M-V/def2-TZVPD
C 2.445 0.835 0.797
C -0.600 0.138 1.795
N -0.240 0.680 0.486
N 1.450 1.679 0.174
H -0.727 1.559 0.330
H 1.616 1.666 -0.836
H 3.397 1.387 0.761
H 2.615 -0.116 0.283
H 2.212 0.646 1.847
H -1.648 -0.184 1.814
H 0.026 -0.724 2.026
H -0.445 0.894 2.566
C 0.170 -1.647 -0.696
C -0.448 -0.276 -0.914
C -1.965 -0.323 -1.100
N 0.150 0.404 -1.961
N -2.658 -1.373 -0.932
H -0.356 1.278 -2.131
H -3.656 -1.179 -1.020
H -2.400 0.655 -1.351
H 1.139 -1.550 -0.207
H -0.411 -2.322 -0.070
H 0.334 -2.125 -1.660
```

=====

no.,largest force on an atom (eV Å⁻¹),M (g/mol)
1,3.452,1194.66
2,2.845,63.12
3,6.353,401.49
4,2.535,121.16
5,0.779,100.12
6,1.345,379.40
7,0.562,926.44
8,1.953,755.68
9,3.609,195.13
10,5.068,227.18
11,2.359,130.19